Density functional theory data (the ωB97M-V functional and the def2-TZVPD basis) for an isolated ion of composition C9H14N and charge +1.

The SMILES is C[N@H+]1[C@@H]2C3=C(CC3)C[C@@]21C. Its HOMO energy is -13.09 eV. The value obtained for the energy relative to the best compared isomer or geometry (same formula, charge and spin) is 394.30 kJ/mol. As for the spin multiplicity: 1. As for the net charge: +1.

Positions of all 24 atoms, in Å:
C: 1.124 1.053 0.401
C: 1.514 -0.138 -0.084
C: 2.521 1.549 0.638
C: -0.298 1.459 0.326
C: 2.994 0.139 -0.005
C: 0.126 -0.802 -0.615
C: -0.904 0.217 -0.369
C: -2.075 0.150 -1.263
C: -1.864 -2.105 0.728
N: -0.825 -1.004 0.505
H: 2.812 2.491 0.117
H: 2.720 1.875 1.670
H: -0.860 1.585 1.277
H: -0.547 2.441 -0.283
H: 3.585 -0.556 0.583
H: 3.382 0.269 -1.004
H: 0.112 -1.614 -1.478
H: -2.007 0.981 -1.989
H: -3.095 0.164 -0.868
H: -2.066 -0.694 -1.893
H: -2.564 -1.629 1.327
H: -2.238 -2.189 -0.334
H: -1.224 -2.753 1.253
H: -0.324 -0.889 1.361

Mulliken atomic charge list, values in e, 5 entries: C 0.4594; C -0.4668; C -0.5887; C -1.0639; C -0.4789

***

Density functional theory data (the ωB97M-V functional and the def2-TZVPD basis) for C9H12 as an isolated structure.

Its HOMO energy is -8.53 eV. The value obtained for the energy relative to the best compared isomer or geometry (same formula, charge and spin) is 765.28 kJ/mol. As for the spin multiplicity: 1. As for the net charge: 0.

Positions of all 21 atoms, in Å:
C: -2.076 1.743 1.826
C: -2.106 0.875 0.379
C: -0.859 0.101 0.004
C: -0.699 -1.236 0.638
C: 0.540 -1.918 0.374
C: 1.484 -1.391 -0.368
C: 1.304 -0.048 -0.874
C: 2.516 0.484 -1.711
C: 0.213 0.580 -0.625
H: -1.800 2.885 1.520
H: -0.897 1.252 2.378
H: -3.121 1.669 2.582
H: -2.855 0.239 0.833
H: -2.298 1.844 -0.447
H: -1.442 -1.708 1.151
H: 0.373 -3.148 0.685
H: 2.366 -1.736 -0.381
H: 2.790 0.864 -0.999
H: 2.863 -0.202 -2.202
H: 1.906 1.346 -2.288
H: 0.204 1.554 -0.686

Mulliken atomic charge list, values in e, 5 entries: C -0.7928; C -0.4999; C 0.0891; C -0.7686; C -0.3886

***

Density functional theory data (the ωB97M-V functional and the def2-TZVPD basis) for C47H44BrCsN10O3S4 as an isolated structure.

Its HOMO energy is -2.77 eV. As for the spin multiplicity: 1. As for the net charge: -2.

Positions of all 110 atoms, in Å:
Cs: 15.083 12.014 12.804
C: 16.809 15.212 15.137
N: 17.207 14.238 14.115
C: 18.448 13.566 14.394
C: 18.193 12.713 15.664
N: 18.024 11.298 15.302
C: 17.408 10.481 16.352
C: 19.132 10.692 14.569
C: 20.419 10.896 15.020
C: 21.545 10.398 14.326
C: 21.293 9.623 13.172
C: 19.987 9.365 12.827
C: 18.880 9.904 13.509
S: 17.335 9.470 12.821
C: 16.951 14.732 12.771
C: 18.015 15.051 11.840
C: 17.799 15.543 10.596
C: 16.530 15.856 10.214
C: 15.526 15.845 11.122
C: 15.651 15.225 12.364
S: 14.176 15.053 13.300
H: 17.739 15.732 15.453
H: 16.372 14.682 16.028
H: 16.107 15.887 14.759
H: 19.302 14.237 14.584
H: 18.804 12.950 13.581
H: 17.314 13.077 16.184
H: 19.069 12.740 16.409
H: 18.122 10.075 17.045
H: 16.906 9.609 15.937
H: 16.663 11.059 16.992
H: 20.559 11.590 15.805
H: 22.536 10.721 14.653
H: 22.115 9.179 12.675
H: 19.803 8.730 11.982
H: 18.994 14.758 12.103
H: 18.553 15.524 9.825
H: 16.314 16.191 9.188
H: 14.525 16.202 10.809
N: 10.996 14.443 13.219
N: 10.729 13.306 12.407
C: 11.462 12.769 11.471
N: 12.590 13.408 11.116
S: 10.800 11.338 10.754
H: 11.215 15.195 12.563
H: 11.845 14.175 13.694
H: 9.872 12.792 12.534
H: 13.081 14.180 11.696
H: 13.032 13.020 10.288
C: 13.982 8.678 12.714
O: 13.637 9.393 13.888
C: 12.359 9.085 14.319
C: 11.821 7.802 14.313
C: 10.500 7.605 14.715
Br: 9.858 5.846 14.922
C: 9.751 8.658 15.178
C: 10.201 9.973 15.084
C: 11.554 10.225 14.689
O: 12.017 11.468 14.474
C: 9.326 11.076 15.480
N: 8.101 10.846 15.844
C: 7.499 12.085 15.795
C: 6.212 12.514 16.156
C: 5.874 13.865 16.111
C: 6.855 14.794 15.663
C: 8.143 14.470 15.257
C: 8.439 13.105 15.305
N: 9.599 12.363 15.159
H: 14.411 7.745 12.991
H: 14.742 9.297 12.259
H: 13.116 8.611 12.037
H: 12.492 6.975 14.051
H: 8.756 8.433 15.564
H: 12.365 11.901 15.372
H: 5.500 11.797 16.438
H: 4.875 14.231 16.245
H: 6.516 15.791 15.720
H: 8.795 15.305 14.925
H: 10.551 12.539 14.793
O: 12.436 12.729 16.705
S: 11.556 13.989 16.611
C: 10.326 13.715 17.888
C: 9.291 14.640 18.157
C: 8.278 14.249 18.990
C: 8.205 12.973 19.557
C: 9.148 12.035 19.188
C: 10.256 12.432 18.336
C: 12.477 15.365 17.259
C: 12.255 16.622 16.677
C: 13.136 17.669 16.948
C: 14.146 17.460 17.899
C: 14.340 16.231 18.465
C: 13.522 15.165 18.120
H: 9.211 15.585 17.726
H: 7.454 14.888 19.137
H: 7.323 12.661 20.144
H: 9.137 11.039 19.529
H: 11.165 11.778 18.163
H: 11.461 16.672 15.958
H: 12.963 18.663 16.479
H: 14.933 18.201 18.121
H: 15.132 16.094 19.179
H: 13.701 14.166 18.445
N: 9.046 17.603 16.319
C: 8.788 18.736 16.363
C: 8.676 20.138 16.395
C: 7.929 20.769 15.401
N: 7.318 21.105 14.447
C: 9.486 20.848 17.312
N: 10.097 21.378 18.148

Mulliken atomic charge list, values in e, 5 entries: Cs 1.2382; C -1.2791; N 0.8598; C -0.9638; C -0.4721

***

Density functional theory data (the ωB97M-V functional and the def2-TZVPD basis) for one molecule with the formula C2H2Cl3NSi.

The SMILES is N#CC[Si](Cl)(Cl)Cl. Its HOMO energy is -11.48 eV. The value obtained for the energy relative to the best compared isomer or geometry (same formula, charge and spin) is 2.85 kJ/mol. As for the spin multiplicity: 1. As for the net charge: 0.

Positions of all 9 atoms, in Å:
C: 0.147 -1.713 0.184
C: -0.255 -0.322 -0.122
N: 0.284 -2.807 0.462
Si: -2.174 -0.001 -0.114
Cl: -2.589 1.942 0.029
Cl: -3.130 -0.754 -1.679
Cl: -2.786 -1.015 1.543
H: 0.293 -0.159 -0.965
H: 0.103 0.346 0.768

Mulliken atomic charge list, values in e, 5 entries: C 0.0683; C -0.5176; N -0.3555; Si 0.7803; Cl -0.1977

***

Density functional theory data (the ωB97M-V functional and the def2-TZVPD basis) for a 2-piece molecular cluster, C4H12N2O2 overall.

Its HOMO energy is -7.89 eV. The value obtained for the energy relative to the best compared isomer or geometry (same formula, charge and spin) is 632.96 kJ/mol. As for the spin multiplicity: 1. As for the net charge: 0.

Positions of all 20 atoms, in Å:
N: 0.176 0.535 0.942
C: 0.539 0.003 -0.293
C: 0.982 -1.312 -0.369
C: 1.107 -2.131 0.853
O: -0.159 -2.345 1.502
C: -0.534 0.294 -1.488
N: -0.502 1.672 -1.839
H: -0.404 1.478 0.874
H: -0.374 -0.134 1.469
H: 1.319 0.664 -0.731
H: 1.177 -1.748 -1.339
H: 1.680 -1.542 1.584
H: 1.573 -3.101 0.666
H: -0.250 -0.302 -2.357
H: -1.486 -0.086 -1.105
H: -1.042 1.800 -2.688
H: -0.831 2.290 -1.054
H: -0.806 -2.571 0.821
H: -0.697 3.380 1.060
O: -1.133 2.683 0.557

Mulliken atomic charge list, values in e, 5 entries: N -0.5464; C 0.5699; C -0.4735; C -0.6333; O -0.4914

***

Density functional theory data (the ωB97M-V functional and the def2-TZVPD basis) for a 11-piece molecular cluster, C42H86N2O11 overall.

The SMILES is CN(C)C=O.CN(C)C=O.C1CCOC1.C1CCOC1.C1CCOC1.C1CCOC1.C1CCOC1.C1CCOC1.C1CCOC1.C1CCOC1.C1CCOC1. Its HOMO energy is -8.87 eV. The value obtained for the energy relative to the best compared isomer or geometry (same formula, charge and spin) is 0.00 kJ/mol. As for the spin multiplicity: 1. As for the net charge: 0.

Positions of all 141 atoms, in Å:
C: 1.088 4.869 3.583
C: 2.353 4.717 2.750
C: 3.045 3.583 3.299
O: 2.381 3.208 4.536
C: 1.065 3.575 4.394
H: 0.235 4.851 2.905
H: 1.129 5.666 4.326
H: 2.944 5.615 2.928
H: 2.284 4.662 1.663
H: 4.119 3.746 3.387
H: 2.947 2.756 2.595
H: 0.688 3.656 5.414
H: 0.510 2.767 3.916
C: -3.600 0.110 3.804
C: -4.737 -0.847 4.320
C: -4.122 -2.254 4.334
O: -2.731 -2.122 4.021
C: -2.553 -0.900 3.290
H: -3.169 0.581 4.687
H: -3.925 0.818 3.042
H: -5.544 -0.816 3.589
H: -5.227 -0.520 5.237
H: -4.548 -2.915 3.579
H: -4.239 -2.799 5.270
H: -2.638 -1.101 2.222
H: -1.597 -0.415 3.487
C: -0.107 -4.704 -4.811
C: 1.143 -5.471 -4.412
C: 1.412 -5.203 -2.932
O: 0.225 -4.566 -2.466
C: -0.435 -3.823 -3.525
H: -0.895 -5.442 -4.961
H: -0.038 -4.155 -5.750
H: 2.025 -5.160 -4.972
H: 1.156 -6.540 -4.625
H: 2.148 -4.427 -2.724
H: 1.568 -6.062 -2.280
H: -0.082 -2.792 -3.566
H: -1.466 -3.712 -3.191
C: 3.469 -0.521 -2.705
C: 3.482 0.672 -3.589
C: 4.873 1.226 -3.300
O: 4.957 1.096 -1.913
C: 4.235 -0.064 -1.452
H: 3.976 -1.308 -3.262
H: 2.403 -0.691 -2.556
H: 2.728 1.430 -3.377
H: 3.378 0.383 -4.635
H: 5.007 2.261 -3.617
H: 5.759 0.652 -3.571
H: 3.611 0.300 -0.636
H: 5.002 -0.769 -1.131
C: -3.426 -3.704 0.862
C: -2.621 -4.715 0.045
C: -3.604 -5.145 -0.992
O: -4.876 -4.893 -0.426
C: -4.869 -4.253 0.830
H: -3.355 -2.763 0.316
H: -3.037 -3.613 1.876
H: -2.299 -5.489 0.741
H: -1.726 -4.224 -0.338
H: -3.414 -6.183 -1.265
H: -3.514 -4.468 -1.842
H: -5.196 -4.895 1.649
H: -5.624 -3.467 0.842
C: 2.990 6.618 -3.204
C: 1.660 5.814 -3.210
C: 2.015 4.535 -2.472
O: 3.347 4.439 -2.584
C: 3.965 5.676 -2.549
H: 2.838 7.525 -2.618
H: 3.190 6.877 -4.244
H: 1.401 5.527 -4.229
H: 0.854 6.328 -2.686
H: 1.454 3.704 -2.900
H: 1.668 4.602 -1.441
H: 4.953 5.669 -3.009
H: 4.038 5.927 -1.491
C: -3.092 5.825 0.284
C: -3.428 4.322 0.044
C: -2.134 3.664 -0.075
O: -1.260 4.729 -0.585
C: -1.868 6.028 -0.633
H: -2.761 5.918 1.319
H: -3.973 6.443 0.114
H: -4.074 4.204 -0.826
H: -3.983 3.856 0.858
H: -2.331 2.822 -0.739
H: -1.752 3.421 0.917
H: -2.198 6.248 -1.648
H: -1.251 6.841 -0.249
C: 4.514 -1.799 3.127
C: 3.835 -0.870 2.225
C: 4.737 0.313 2.199
O: 5.977 -0.343 2.116
C: 5.984 -1.545 2.936
H: 4.104 -2.794 2.954
H: 4.302 -1.612 4.180
H: 2.822 -0.756 2.612
H: 3.764 -1.279 1.218
H: 4.713 1.051 3.001
H: 4.622 1.000 1.360
H: 6.398 -1.349 3.926
H: 6.549 -2.250 2.326
C: -0.844 0.047 -0.016
C: 0.314 0.781 0.624
C: 0.948 1.510 -0.569
O: 0.547 0.895 -1.734
C: -0.227 -0.246 -1.387
H: -1.725 0.685 -0.087
H: -1.105 -0.869 0.514
H: 1.017 0.044 1.013
H: 0.046 1.333 1.525
H: 2.030 1.513 -0.435
H: 0.580 2.533 -0.498
H: 0.525 -1.031 -1.306
H: -0.918 -0.544 -2.175
C: 0.299 -2.753 2.945
O: 0.346 -1.553 2.753
N: 0.762 -3.631 2.023
C: 0.609 -5.039 2.228
C: 1.441 -3.233 0.823
H: 0.010 -3.281 3.867
H: 1.482 -5.650 1.998
H: -0.163 -5.299 1.503
H: 0.232 -5.375 3.194
H: 0.987 -3.712 -0.044
H: 1.377 -2.149 0.732
H: 2.457 -3.627 0.809
C: -6.356 -0.392 -3.130
O: -6.694 0.753 -3.097
N: -5.321 -0.899 -2.419
C: -4.995 -2.327 -2.382
C: -4.425 -0.087 -1.555
H: -6.845 -1.139 -3.774
H: -5.223 -2.751 -1.404
H: -3.966 -2.487 -2.702
H: -5.502 -2.871 -3.179
H: -4.663 0.975 -1.614
H: -4.403 -0.514 -0.552
H: -3.358 -0.229 -1.727

Mulliken atomic charge list, values in e, 5 entries: C -0.2091; C -0.3256; C 0.1735; O -0.4735; C -0.2265

***

Density functional theory data (the ωB97M-V functional and the def2-TZVPD basis) for C26H27N3O as an isolated structure.

Its HOMO energy is -8.17 eV. As for the spin multiplicity: 1. As for the net charge: 0.

Positions of all 57 atoms, in Å:
O: -0.706 0.674 2.329
C: -2.025 0.817 2.465
C: -2.796 -0.372 2.674
C: -4.079 -0.273 3.202
C: -4.694 0.947 3.481
C: -6.079 0.976 4.028
N: -7.183 0.966 4.452
C: -3.978 2.105 3.176
C: -2.696 2.091 2.611
H: -2.305 -1.315 2.400
H: -4.596 -1.180 3.463
H: -4.421 3.048 3.450
H: -2.152 2.997 2.286
C: -2.153 -3.347 -6.297
N: -2.327 -3.610 -4.887
C: -2.287 -5.013 -4.539
C: -2.029 -2.640 -3.922
C: -3.090 -2.033 -3.195
C: -2.823 -1.233 -2.078
C: -1.492 -0.961 -1.663
C: -1.235 -0.143 -0.506
C: -0.043 0.388 -0.145
C: 0.155 1.429 0.891
C: 1.597 1.549 1.327
C: 2.001 1.818 2.643
C: 3.315 2.108 2.987
C: 4.326 2.097 1.986
N: 5.650 2.356 2.345
C: 6.610 1.271 2.374
C: 6.251 3.646 2.075
C: 3.958 1.776 0.676
C: 2.651 1.465 0.371
C: -0.450 -1.499 -2.462
C: -0.709 -2.285 -3.581
H: -2.408 -2.300 -6.509
H: -1.123 -3.538 -6.635
H: -2.827 -4.009 -6.854
H: -2.600 -5.151 -3.493
H: -2.972 -5.556 -5.202
H: -1.274 -5.434 -4.662
H: -4.119 -2.230 -3.528
H: -3.652 -0.807 -1.518
H: -2.084 0.050 0.145
H: 0.837 -0.054 -0.690
H: -0.502 2.343 1.004
H: 1.239 1.785 3.445
H: 3.623 2.341 4.009
H: 6.086 0.339 2.634
H: 7.137 1.125 1.408
H: 7.379 1.484 3.139
H: 5.474 4.427 2.100
H: 7.010 3.862 2.849
H: 6.763 3.679 1.090
H: 4.742 1.809 -0.095
H: 2.412 1.243 -0.665
H: 0.582 -1.333 -2.193
H: 0.111 -2.696 -4.195

Mulliken atomic charge list, values in e, 5 entries: O -0.5242; C 0.5390; C -0.2439; C -0.3760; C 0.3130

***

Density functional theory data (the ωB97M-V functional and the def2-TZVPD basis) for one molecule with the formula C3H5NS.

Its HOMO energy (alpha / beta) is -5.13 / -9.71 eV. The value obtained for the energy relative to the best compared isomer or geometry (same formula, charge and spin) is 236.74 kJ/mol. As for the spin multiplicity: 3. The expectation value of S² is 2.01. As for the net charge: 0.

Positions of all 10 atoms, in Å:
C: 0.237 -0.175 -0.719
C: 1.303 0.426 -0.179
C: -1.936 0.094 0.028
N: -1.049 0.311 -0.808
S: -2.080 -0.585 1.613
H: 0.254 -1.054 -1.208
H: 1.225 1.130 0.569
H: 2.284 0.116 -0.357
H: -0.999 -1.320 1.393
H: -2.822 0.719 -0.002

Mulliken atomic charge list, values in e, 5 entries: C -0.3691; C -0.8311; C 0.0785; N -0.4338; S -0.1644